{
  "formula": "C32H43CaN2O7PS2",
  "method": "the ωB97M-V functional and the def2-TZVPD basis",
  "symbols": ["C", "C", "P", "C", "N", "C", "C", "O", "N", "O", "C", "C", "C", "C", "S", "C", "C", "C", "C", "C", "S", "C", "C", "C", "C", "C", "C", "C", "O", "C", "C", "O", "C", "C", "C", "O", "C", "C", "O", "C", "C", "C", "O", "C", "H", "H", "H", "H", "H", "H", "H", "H", "H", "H", "H", "H", "H", "H", "H", "H", "H", "H", "H", "H", "H", "H", "H", "H", "H", "H", "H", "H", "H", "H", "H", "H", "H", "H", "H", "H", "H", "H", "H", "H", "H", "H", "H", "Ca"],
  "positions_angstrom": [[-0.668, -3.545, 2.012], [-1.045, -2.490, 3.172], [0.459, -1.933, 4.230], [1.547, -3.476, 4.599], [1.485, -0.783, 3.331], [2.927, -1.019, 3.520], [3.537, -0.466, 4.861], [2.636, 0.217, 5.791], [2.961, 1.550, 5.865], [2.965, 2.001, 4.754], [5.012, -0.632, 5.284], [5.970, -1.376, 4.300], [5.395, -1.949, 2.965], [3.882, -1.779, 2.570], [3.165, -2.482, 1.022], [1.726, -1.332, 0.692], [1.259, -1.114, -0.799], [2.037, -1.874, -1.963], [1.897, -3.481, -1.927], [3.401, -4.068, -2.189], [3.448, -5.914, -2.371], [0.060, -0.120, -1.021], [-0.440, 0.155, -2.539], [-1.773, -0.713, -2.902], [-2.877, 0.132, -3.708], [-2.352, 0.658, -5.147], [-1.673, 2.114, -5.048], [-2.197, 3.156, -6.152], [-1.100, 3.682, -6.971], [-0.257, 4.525, -6.166], [1.275, 4.057, -5.955], [-0.624, 5.602, -5.649], [-0.634, 0.634, 0.180], [-1.821, 1.652, -0.117], [-3.170, 1.342, 0.734], [-3.408, 2.585, 1.518], [-4.453, 2.436, 2.416], [-5.186, 3.809, 2.931], [-4.882, 1.320, 2.925], [-0.087, 0.370, 1.632], [-0.750, 1.162, 2.870], [-0.588, 2.771, 2.688], [-1.111, 3.580, 3.493], [1.094, -0.632, 1.919], [-0.755, -2.986, 1.010], [-1.399, -4.440, 2.052], [0.412, -3.896, 2.113], [-1.760, -3.044, 3.898], [-1.653, -1.583, 2.799], [0.857, -4.303, 5.003], [2.244, -3.184, 5.464], [2.167, -3.805, 3.692], [5.333, -0.207, 6.290], [7.057, -1.466, 4.624], [6.119, -2.518, 2.286], [3.158, -1.615, -1.822], [1.772, -1.538, -3.019], [1.607, -3.877, -0.879], [1.255, -3.911, -2.765], [4.075, -3.666, -1.343], [3.767, -3.557, -3.153], [3.081, -6.372, -1.102], [-0.650, 1.293, -2.586], [0.383, -0.032, -3.312], [-1.456, -1.607, -3.545], [-2.225, -1.082, -1.907], [-3.794, -0.536, -3.941], [-3.224, 1.045, -3.112], [-3.272, 0.750, -5.822], [-1.678, -0.140, -5.632], [-1.859, 2.517, -3.986], [-0.539, 1.968, -5.180], [-2.702, 4.040, -5.629], [-2.952, 2.707, -6.879], [1.310, 3.021, -5.477], [1.831, 4.044, -6.962], [1.855, 4.777, -5.274], [-2.145, 1.717, -1.207], [-1.442, 2.705, 0.178], [-4.062, 1.185, 0.024], [-3.066, 0.417, 1.398], [-6.052, 3.587, 3.666], [-4.363, 4.479, 3.375], [-5.565, 4.356, 1.989], [-1.877, 0.927, 2.989], [-0.268, 0.922, 3.877], [0.012, 3.081, 1.743], [-6.579, 1.495, 4.417]],
  "homo_lumo_gap_ev": 1.81,
  "total_charge": 2,
  "mol_weight_g_mol": 702.89
}



{
  "formula": "C27H72Fe2Li6O43P4S9",
  "method": "the ωB97M-V functional and the def2-TZVPD basis",
  "symbols": ["Li", "Li", "Li", "Li", "Li", "Li", "Fe", "Fe", "P", "O", "O", "O", "O", "P", "O", "O", "O", "O", "P", "O", "O", "O", "O", "P", "O", "O", "O", "O", "O", "S", "O", "O", "C", "C", "C", "H", "H", "H", "H", "H", "H", "H", "H", "O", "S", "O", "O", "C", "C", "C", "H", "H", "H", "H", "H", "H", "H", "H", "O", "S", "O", "O", "C", "C", "C", "H", "H", "H", "H", "H", "H", "H", "H", "O", "S", "O", "O", "C", "C", "C", "H", "H", "H", "H", "H", "H", "H", "H", "O", "S", "O", "O", "C", "C", "C", "H", "H", "H", "H", "H", "H", "H", "H", "O", "S", "O", "O", "C", "C", "C", "H", "H", "H", "H", "H", "H", "H", "H", "O", "S", "O", "O", "C", "C", "C", "H", "H", "H", "H", "H", "H", "H", "H", "O", "S", "O", "O", "C", "C", "C", "H", "H", "H", "H", "H", "H", "H", "H", "O", "S", "O", "O", "C", "C", "C", "H", "H", "H", "H", "H", "H", "H", "H"],
  "positions_angstrom": [[2.657, -1.121, 1.627], [-0.717, 0.605, -2.092], [2.097, -1.029, -1.007], [-2.332, -2.088, -5.240], [-3.079, -0.034, -0.768], [0.438, -3.563, 0.689], [2.278, -4.465, -1.508], [-1.054, -2.610, -1.644], [3.551, -3.014, -0.174], [2.275, -3.551, 0.313], [4.015, -1.877, 0.701], [2.920, -2.711, -1.605], [3.991, -4.396, -0.615], [-2.772, -1.193, -3.012], [-1.602, -2.031, -3.349], [-3.776, -1.525, -4.096], [-2.411, 0.255, -2.700], [-2.745, -1.733, -1.593], [-0.192, -0.761, 0.075], [1.157, -0.621, 0.715], [0.203, -1.044, -1.407], [-1.257, 0.295, -0.251], [-0.780, -2.154, 0.117], [-0.049, -5.136, -1.873], [1.036, -5.000, -2.905], [0.430, -3.726, -1.606], [0.795, -5.413, -0.617], [-1.423, -4.404, -1.910], [3.682, 0.935, 1.695], [4.722, 1.547, 2.472], [6.087, 1.037, 2.392], [4.745, 3.210, 2.219], [5.838, 3.974, 2.722], [5.681, 5.386, 2.314], [4.043, 1.555, 4.180], [6.835, 3.701, 2.376], [5.782, 3.839, 3.802], [5.112, 5.385, 1.384], [6.613, 5.938, 2.197], [5.149, 6.061, 2.983], [3.547, 0.614, 4.416], [3.336, 2.385, 4.159], [4.820, 1.715, 4.927], [-7.723, -2.967, -1.577], [-7.715, -1.503, -1.686], [-8.741, -0.805, -2.406], [-7.515, -0.735, -0.178], [-7.850, 0.591, 0.078], [-7.808, 0.877, 1.588], [-6.170, -1.167, -2.529], [-8.779, 1.011, -0.308], [-7.084, 1.224, -0.370], [-7.207, 0.160, 2.147], [-8.853, 0.751, 1.871], [-7.456, 1.858, 1.909], [-6.254, -0.156, -2.927], [-6.083, -1.972, -3.260], [-5.324, -1.307, -1.856], [0.706, -3.494, 2.873], [1.413, -2.729, 3.874], [1.846, -1.370, 3.492], [0.656, -2.740, 5.334], [1.059, -1.796, 6.258], [0.890, -2.317, 7.714], [2.898, -3.636, 4.360], [0.478, -0.874, 6.233], [2.001, -1.276, 6.084], [1.836, -2.742, 8.047], [0.163, -3.101, 7.926], [0.619, -1.493, 8.375], [2.783, -4.514, 3.725], [2.726, -3.826, 5.420], [3.820, -3.096, 4.146], [-5.027, -0.585, 3.754], [-4.164, 0.055, 2.793], [-4.040, -0.399, 1.435], [-4.489, 1.651, 2.763], [-4.794, 2.353, 3.952], [-3.963, 3.646, 3.849], [-2.385, 0.150, 3.482], [-4.485, 1.944, 4.914], [-5.855, 2.586, 3.869], [-4.170, 4.291, 4.702], [-4.197, 4.116, 2.894], [-2.882, 3.505, 3.881], [-2.301, 0.199, 4.567], [-1.999, 1.050, 3.003], [-1.820, -0.709, 3.120], [5.967, 2.219, -1.736], [6.526, 0.907, -2.145], [6.482, 0.534, -3.519], [8.067, 0.887, -1.524], [8.342, 1.566, -0.322], [8.940, 0.721, 0.870], [5.909, -0.468, -1.002], [7.465, 2.136, -0.016], [9.025, 2.353, -0.643], [8.457, -0.254, 0.809], [8.674, 1.076, 1.866], [10.018, 0.566, 0.814], [4.974, -0.811, -1.444], [5.905, -0.139, 0.037], [6.606, -1.305, -1.066], [0.585, 2.231, -2.067], [2.063, 2.071, -2.034], [2.741, 0.784, -2.067], [2.606, 3.089, -3.248], [1.877, 4.327, -3.462], [2.014, 4.948, -4.891], [2.645, 2.948, -0.552], [2.147, 5.114, -2.758], [0.805, 4.202, -3.309], [1.687, 5.987, -4.854], [1.462, 4.315, -5.587], [3.071, 5.060, -5.133], [2.153, 2.470, 0.295], [2.465, 4.016, -0.675], [3.704, 2.804, -0.340], [0.124, 0.192, -4.194], [0.489, -0.831, -5.226], [-0.446, -1.767, -5.813], [1.239, -0.034, -6.486], [1.912, 1.140, -6.196], [3.360, 0.916, -5.823], [1.881, -1.812, -4.537], [1.695, 1.762, -5.327], [1.838, 1.871, -7.001], [3.886, 0.156, -6.400], [3.278, 0.525, -4.809], [3.994, 1.797, -5.726], [2.622, -1.958, -5.323], [1.575, -2.817, -4.249], [2.363, -1.231, -3.751], [-4.513, 1.460, -0.978], [-4.723, 2.705, -1.815], [-6.062, 2.966, -2.414], [-4.076, 4.009, -1.023], [-3.887, 3.820, 0.367], [-2.436, 3.464, 0.683], [-3.624, 2.742, -3.344], [-4.569, 3.059, 0.745], [-4.097, 4.762, 0.874], [-1.802, 3.620, -0.190], [-2.393, 2.380, 0.789], [-2.106, 3.912, 1.620], [-4.094, 3.466, -4.009], [-3.692, 1.737, -3.761], [-2.544, 2.857, -3.250], [-3.746, -5.747, 3.514], [-3.273, -5.835, 2.138], [-2.739, -7.115, 1.636], [-4.633, -5.426, 1.195], [-4.517, -5.388, -0.300], [-4.738, -3.905, -0.726], [-2.094, -4.520, 1.678], [-5.311, -6.065, -0.616], [-3.554, -5.818, -0.574], [-4.993, -3.683, -1.762], [-3.936, -3.244, -0.397], [-5.679, -3.638, -0.245], [-2.524, -3.636, 2.148], [-2.122, -4.481, 0.589], [-1.125, -4.661, 2.156]],
  "homo_lumo_gap_ev": [6.75, 6.95],
  "s2": 30.03,
  "total_charge": 0,
  "mol_weight_g_mol": 1650.66,
  "multiplicity": 11
}



{
  "formula": "C28H55NO6",
  "method": "the ωB97M-V functional and the def2-TZVPD basis",
  "symbols": ["C", "C", "C", "C", "C", "C", "C", "C", "C", "C", "C", "C", "N", "C", "O", "O", "C", "C", "O", "C", "H", "H", "H", "H", "H", "H", "H", "H", "H", "H", "H", "H", "H", "H", "H", "H", "H", "H", "H", "H", "H", "H", "H", "H", "H", "H", "H", "H", "H", "H", "H", "C", "C", "C", "O", "C", "H", "H", "H", "H", "H", "H", "H", "H", "C", "C", "C", "O", "C", "H", "H", "H", "H", "H", "H", "H", "H", "C", "C", "C", "O", "C", "H", "H", "H", "H", "H", "H", "H", "H"],
  "positions_angstrom": [[4.437, -0.724, 3.146], [4.144, 0.110, 1.895], [4.612, -0.458, 0.539], [5.548, -1.663, 0.577], [4.882, -3.011, 0.255], [3.590, -3.315, 1.010], [2.624, -4.138, 0.168], [1.241, -4.319, 0.819], [0.096, -3.700, 0.034], [0.416, -2.285, -0.457], [-0.777, -1.327, -0.410], [-0.349, 0.052, 0.080], [-0.196, 0.945, -1.117], [0.942, 1.415, -1.181], [2.057, 1.869, -1.260], [-1.257, 0.703, 0.910], [-1.616, -0.019, 2.068], [-0.448, -0.643, 2.799], [-0.776, -0.827, 4.148], [0.234, -1.547, 4.806], [4.472, -1.787, 2.978], [5.382, -0.415, 3.568], [3.696, -0.522, 3.907], [4.520, 1.103, 2.071], [3.068, 0.236, 1.839], [3.741, -0.713, -0.052], [5.108, 0.341, 0.006], [6.137, -1.721, 1.479], [6.268, -1.521, -0.218], [5.617, -3.771, 0.480], [4.671, -3.011, -0.803], [3.824, -3.922, 1.877], [3.084, -2.430, 1.377], [3.074, -5.119, 0.085], [2.565, -3.759, -0.843], [1.047, -5.379, 0.904], [1.276, -3.896, 1.812], [-0.204, -4.324, -0.792], [-0.744, -3.603, 0.707], [1.227, -1.920, 0.165], [0.803, -2.305, -1.463], [-1.602, -1.746, 0.145], [-1.130, -1.203, -1.419], [0.637, -0.015, 0.528], [-2.337, -0.791, 1.829], [-2.116, 0.666, 2.731], [0.454, -0.046, 2.681], [-0.230, -1.613, 2.349], [1.172, -1.000, 4.834], [0.415, -2.507, 4.329], [-0.111, -1.737, 5.808], [-4.681, 1.206, -3.816], [-4.003, 1.823, -2.596], [-3.640, 0.588, -1.787], [-3.398, -0.460, -2.734], [-3.850, -0.052, -4.028], [-4.691, 1.857, -4.690], [-5.711, 0.942, -3.574], [-3.096, 2.354, -2.897], [-4.636, 2.517, -2.045], [-4.468, 0.280, -1.138], [-2.752, 0.732, -1.175], [-2.973, 0.150, -4.653], [-4.419, -0.865, -4.482], [-9.557, 1.222, -0.935], [-10.223, 0.761, -2.228], [-9.090, 0.920, -3.232], [-7.876, 0.691, -2.510], [-8.145, 0.681, -1.105], [-10.043, 0.853, -0.033], [-9.541, 2.313, -0.891], [-10.510, -0.290, -2.147], [-11.108, 1.335, -2.496], [-9.063, 1.934, -3.644], [-9.153, 0.213, -4.060], [-8.068, -0.350, -0.746], [-7.394, 1.283, -0.593], [7.092, 4.822, 0.107], [5.799, 5.129, -0.645], [4.917, 3.964, -0.219], [5.325, 3.605, 1.104], [6.561, 4.252, 1.416], [7.733, 5.689, 0.254], [7.664, 4.062, -0.430], [5.375, 6.072, -0.294], [5.922, 5.192, -1.725], [5.057, 3.097, -0.873], [3.857, 4.216, -0.204], [6.361, 5.048, 2.141], [7.239, 3.530, 1.873]],
  "homo_lumo_gap_ev": 9.92,
  "de_lowest_kj_mol": 87.3,
  "smiles": "CCCCCCCCCCC[C@@H](N=C=O)OCCOC.C1CCOC1.C1CCOC1.C1CCOC1",
  "total_charge": 0,
  "mol_weight_g_mol": 501.75
}



{
  "formula": "C3H9N2O",
  "method": "the ωB97M-V functional and the def2-TZVPD basis",
  "symbols": ["C", "C", "C", "N", "N", "O", "H", "H", "H", "H", "H", "H", "H", "H", "H"],
  "positions_angstrom": [[-0.867, -0.243, -1.047], [0.321, 0.449, -0.430], [0.834, 0.043, 0.900], [0.993, 1.294, -1.171], [-0.175, -0.220, 1.829], [-1.027, -1.519, -0.470], [-1.795, 0.438, -0.699], [-0.843, -0.593, -2.083], [1.573, 0.785, 1.124], [1.293, -0.973, 0.750], [0.652, 1.586, -2.091], [1.699, 1.935, -0.830], [-1.887, -1.645, -0.087], [-0.955, -0.771, 1.589], [0.184, -0.565, 2.714]],
  "homo_lumo_gap_ev": 8.58,
  "de_lowest_kj_mol": 251.5,
  "smiles": "NCC(=[NH2+])CO",
  "total_charge": 1,
  "mol_weight_g_mol": 89.12
}



{
  "formula": "C4H8ClFO",
  "method": "the ωB97M-V functional and the def2-TZVPD basis",
  "symbols": ["C", "C", "C", "C", "H", "H", "H", "H", "H", "H", "H", "H", "O", "F", "Cl"],
  "positions_angstrom": [[-0.823, 1.377, -0.204], [-0.377, 0.191, -0.920], [0.826, -0.444, -0.234], [0.612, -0.602, 1.270], [-0.061, 2.132, -0.090], [-1.232, 1.110, 0.773], [-1.747, 1.737, -0.689], [-0.142, 0.467, -2.001], [-1.055, -1.757, -0.972], [1.424, -1.285, 1.657], [0.791, 0.238, 1.924], [-0.278, -1.109, 1.635], [-1.374, -0.835, -0.711], [1.120, -1.684, -0.849], [2.317, 0.463, -0.588]],
  "homo_lumo_gap_ev": 11.55,
  "de_lowest_kj_mol": 32.7,
  "smiles": "C[C@H](O)[C@@](C)(F)Cl",
  "total_charge": 0,
  "mol_weight_g_mol": 126.56
}



{
  "formula": "C18H20BrN3O3",
  "method": "the ωB97M-V functional and the def2-TZVPD basis",
  "symbols": ["C", "O", "C", "C", "C", "C", "C", "C", "H", "H", "N", "H", "C", "C", "H", "H", "H", "H", "C", "O", "N", "N", "C", "C", "C", "C", "C", "C", "C", "O", "C", "H", "H", "H", "H", "H", "Br", "H", "H", "H", "H", "H", "H", "H", "H"],
  "positions_angstrom": [[2.678, 0.423, 4.200], [2.862, -0.957, 4.015], [2.490, -1.504, 2.815], [2.731, -2.870, 2.666], [2.384, -3.520, 1.504], [1.792, -2.832, 0.439], [1.566, -1.468, 0.593], [1.903, -0.812, 1.765], [1.701, 0.245, 1.836], [1.119, -0.894, -0.201], [1.534, -3.512, -0.745], [1.628, -4.516, -0.642], [0.416, -3.174, -1.607], [0.551, -3.926, -2.927], [-0.215, -3.600, -3.626], [0.434, -4.993, -2.756], [1.531, -3.737, -3.357], [0.404, -2.098, -1.779], [-0.859, -3.601, -0.883], [-1.169, -4.758, -0.695], [-1.615, -2.596, -0.344], [-1.360, -1.296, -0.517], [-2.086, -0.431, 0.075], [-1.841, 0.984, -0.086], [-0.852, 1.443, -0.953], [-0.624, 2.796, -1.092], [-1.371, 3.720, -0.382], [-2.359, 3.279, 0.480], [-2.609, 1.920, 0.642], [-3.557, 1.412, 1.469], [-4.357, 2.297, 2.218], [-3.753, 2.900, 2.904], [-5.030, 1.665, 2.795], [-4.944, 2.954, 1.570], [-2.932, 4.013, 1.024], [-1.187, 4.776, -0.499], [0.733, 3.402, -2.283], [-0.280, 0.720, -1.512], [-2.912, -0.718, 0.730], [-2.412, -2.884, 0.233], [2.573, -4.580, 1.408], [3.187, -3.404, 3.484], [3.056, 0.641, 5.198], [3.242, 1.007, 3.465], [1.619, 0.701, 4.147]],
  "homo_lumo_gap_ev": 7.33,
  "de_lowest_kj_mol": 179.1,
  "smiles": "COc1ccc(N[C@@H](C)C(=O)N/N=C/c2cc(Br)ccc2OC)cc1",
  "total_charge": 0,
  "mol_weight_g_mol": 406.28
}